Entry 1:
A molecular structure, C14H39FO9P2Si2 in a non-equilibrium geometry. Source: the Open Molecules 2025 dataset; level of theory: wB97M-V/def2-TZVPD.

The geometry in XYZ format:
```
67
Properties=species:S:1:pos:R:3:forces:R:3:nbo_charge:R:1
C -9.633727 -1.511623 -4.200021 -0.553 0.993 -0.123 -0.659
C -9.420423 -1.028120 -2.770011 0.484 -0.757 0.213 -0.190
F -9.202226 0.366718 -2.756071 -0.090 -0.095 -0.185 -0.381
Si -7.893105 -1.785799 -1.911863 -1.179 0.225 0.993 1.380
O -7.946987 -1.225083 -0.314033 1.301 0.328 -1.254 -1.213
Si -6.644441 -0.242492 0.099494 -0.489 0.053 0.914 1.194
H -9.979824 -2.546510 -4.267106 0.342 0.047 0.170 0.226
H -10.431800 -0.896461 -4.643789 0.137 -0.164 0.057 0.225
H -8.745200 -1.323537 -4.813571 -0.065 -0.333 0.139 0.215
H -10.292737 -1.215694 -2.127470 0.033 0.061 -0.277 0.188
H -6.688276 -1.327351 -2.621419 0.192 0.004 0.020 -0.195
H -7.978851 -3.253010 -1.812782 0.034 -0.090 -0.248 -0.199
H -6.441448 0.904335 -0.797726 -0.090 -0.072 -0.281 -0.190
H -6.946945 0.307080 1.436642 0.004 -0.071 0.007 -0.196
H -5.387241 -1.012965 0.186094 -0.025 -0.129 -0.136 -0.205
O -2.146230 0.710929 1.295553 -3.246 0.125 2.306 -0.966
P -1.577978 0.078751 2.531835 7.337 -0.939 -2.916 2.405
O -0.346220 1.108343 2.876700 -0.947 0.037 0.577 -0.790
C -0.645164 2.402756 3.398249 0.011 0.254 0.163 -0.070
C -1.032331 2.338268 4.864444 -0.115 -0.108 -0.004 -0.634
O -0.693786 -1.078153 1.751262 -0.668 -0.484 0.505 -0.840
C -1.112066 -1.616094 0.496480 0.206 0.043 -0.293 -0.062
C -0.263877 -1.034552 -0.612535 0.074 0.069 -0.089 -0.629
O -1.348061 -0.726591 3.959229 -2.463 1.120 -0.506 -0.753
C -1.389442 -2.160386 4.046705 -0.255 -0.527 0.323 -0.057
C 0.021671 -2.687656 4.185528 0.307 0.215 -0.057 -0.635
H -1.433840 2.874953 2.804562 0.033 -0.032 -0.038 0.183
H 0.258726 3.002058 3.285168 0.041 -0.116 -0.113 0.186
H -1.982963 1.813962 4.994076 -0.014 0.059 0.019 0.201
H -1.135652 3.341546 5.280087 -0.010 -0.004 -0.024 0.216
H -0.284170 1.789968 5.436619 0.053 0.056 -0.026 0.218
H -2.172995 -1.442951 0.317429 0.029 0.156 0.042 0.189
H -0.967852 -2.699661 0.541623 0.060 0.014 0.146 0.170
H -0.318965 0.054184 -0.620687 -0.163 -0.018 0.022 0.222
H -0.581202 -1.408142 -1.587766 0.002 -0.031 0.016 0.209
H 0.782630 -1.298382 -0.458797 -0.035 -0.114 -0.029 0.206
H -1.909437 -2.601995 3.197687 0.097 0.082 -0.077 0.185
H -1.958998 -2.416058 4.942866 -0.071 0.172 -0.033 0.183
H 0.639300 -2.406572 3.334618 -0.145 -0.033 -0.096 0.234
H 0.020491 -3.775048 4.271678 -0.090 0.013 0.054 0.216
H 0.499133 -2.264423 5.070753 -0.101 -0.079 0.079 0.213
O 6.387365 2.310016 0.106490 -2.216 2.762 -0.821 -0.988
P 5.518394 1.687633 -0.940234 2.941 -6.589 -0.129 2.432
O 4.847325 0.422230 -0.155055 -0.374 0.937 -0.254 -0.790
C 3.877588 0.671533 0.864640 -0.304 0.000 0.204 -0.069
C 2.532307 1.051275 0.275732 0.070 0.223 -0.026 -0.641
O 6.690926 0.885604 -1.777906 -0.396 0.630 -0.354 -0.838
C 8.035607 1.362408 -1.808388 0.307 -0.205 0.125 -0.061
C 8.907701 0.511293 -0.909738 -0.012 -0.129 0.108 -0.629
O 4.482849 1.531331 -2.217578 0.111 2.241 1.405 -0.762
C 4.920529 1.666726 -3.578557 -0.117 0.259 -0.557 -0.056
C 4.996808 0.295333 -4.212319 -0.010 -0.310 0.176 -0.635
H 4.239954 1.446419 1.546906 0.061 -0.036 -0.025 0.182
H 3.779011 -0.252436 1.434896 0.151 -0.038 -0.075 0.186
H 2.588854 2.019748 -0.230089 -0.029 0.010 0.051 0.198
H 1.772200 1.115276 1.057253 0.004 -0.034 -0.010 0.232
H 2.218142 0.322281 -0.467495 0.035 -0.039 0.037 0.215
H 8.092357 2.415126 -1.533093 -0.081 -0.041 0.134 0.190
H 8.385213 1.281450 -2.841995 -0.138 -0.058 -0.041 0.168
H 8.527478 0.502889 0.111845 -0.017 0.165 -0.014 0.223
H 9.934463 0.880837 -0.898971 -0.004 -0.006 -0.026 0.208
H 8.910189 -0.523422 -1.256584 0.042 0.031 -0.062 0.206
H 5.866751 2.201961 -3.647205 0.044 -0.099 0.093 0.184
H 4.172291 2.264720 -4.103529 -0.030 0.058 0.174 0.182
H 5.694143 -0.351444 -3.683121 0.101 0.144 0.019 0.234
H 5.310862 0.368452 -5.254537 -0.055 0.084 -0.001 0.214
H 4.023199 -0.195776 -4.171104 -0.045 0.108 -0.090 0.213
```
Positions in Å, forces in eV/Å.

Values from the calculation:
LUMO level	-0.5701	eV
highest occupied orbital energy	-10.09	eV
2S+1	1

Entry 2:
4 unconnected molecules or ions with the total composition C14H39N3O5 in a non-equilibrium geometry. Source: the Open Molecules 2025 dataset; level of theory: wB97M-V/def2-TZVPD.

The geometry in XYZ format:
```
61
Properties=species:S:1:pos:R:3:forces:R:3:nbo_charge:R:1
C -1.161994 -2.349902 -2.255841 -0.491 1.127 -0.069 -0.271
O -2.289174 -3.209452 -2.009631 1.660 -0.093 0.351 -0.528
C -1.902044 -4.234242 -1.088691 -0.533 -0.866 0.400 -0.090
C -1.583394 -5.573352 -1.774321 -1.061 -0.030 0.540 -0.089
C -1.147444 -6.638552 -0.810041 -0.328 -0.874 1.425 -0.628
N -0.536014 -5.587632 -2.755491 0.633 1.427 -0.027 -0.786
H -1.453644 -1.491482 -2.860941 -0.520 -0.157 -0.031 0.219
H -0.288324 -2.733362 -2.782871 -0.120 -0.772 -0.002 0.161
H -0.787544 -1.909172 -1.331911 -0.039 -0.168 0.354 0.160
H -1.180734 -3.902972 -0.341651 0.704 0.289 -0.367 0.162
H -2.727784 -4.524332 -0.439001 -0.670 0.466 -0.191 0.186
H -2.514254 -5.749782 -2.313261 -0.222 -0.673 0.176 0.191
H -1.713974 -6.838082 0.099539 -0.831 0.077 -0.296 0.214
H -0.199544 -6.378932 -0.338691 0.439 0.306 -0.374 0.193
H -0.989174 -7.589802 -1.318161 -0.091 0.055 -0.075 0.230
H -0.512724 -4.597112 -2.951531 0.477 0.129 -1.305 0.345
H 0.256766 -5.676072 -2.135991 0.969 -0.197 -0.487 0.331
C -2.857074 1.072078 -0.437021 0.875 -0.754 0.115 -0.264
O -2.915314 1.994018 0.644999 -0.089 -1.465 0.666 -0.545
C -2.375944 1.528118 1.936849 -0.820 -0.801 -1.008 -0.063
C -2.845684 0.067548 2.385369 -1.865 1.012 0.153 -0.063
C -4.413144 -0.115622 2.266159 1.576 -0.709 -0.564 -0.607
N -2.569614 -0.277792 3.778359 0.375 0.381 0.625 -0.844
H -3.434594 0.147698 -0.447311 -1.594 0.479 0.585 0.165
H -1.936154 0.489008 -0.431041 1.121 0.899 -0.341 0.156
H -3.025894 1.602558 -1.374141 0.256 -0.032 0.231 0.206
H -1.287994 1.500548 1.875999 0.259 0.182 -0.055 0.157
H -2.705024 2.361018 2.558219 0.098 -0.559 0.592 0.205
H -2.418894 -0.687062 1.724669 0.237 0.192 -0.432 0.161
H -5.045544 0.606088 2.783189 0.311 0.138 -0.213 0.221
H -4.573634 -1.105182 2.694059 -0.383 -0.031 0.137 0.190
H -4.627784 -0.250172 1.205999 -0.500 0.500 0.123 0.214
H -3.096184 -1.098672 4.040989 -0.327 0.097 -0.089 0.356
H -1.627704 -0.531602 4.040049 0.424 0.408 -0.478 0.356
C 2.276656 4.629708 1.970259 0.826 1.635 0.778 -0.272
O 3.631626 4.752628 1.526279 0.153 -1.150 -0.600 -0.531
C 3.945646 3.893788 0.444579 -1.364 -0.601 -1.241 -0.067
C 4.197066 2.349608 0.624189 1.515 2.614 2.004 -0.076
C 5.630806 2.134848 1.142659 -0.919 -0.236 1.644 -0.636
N 4.075656 1.733108 -0.600491 -1.141 -0.825 -2.752 -0.842
H 2.101626 3.712728 2.532939 -0.183 0.000 -0.151 0.172
H 1.495036 4.900658 1.260499 0.223 -0.790 -0.823 0.186
H 2.226846 5.515408 2.603629 -0.244 -0.389 0.789 0.200
H 3.077126 3.858268 -0.213071 -0.462 0.227 -0.124 0.149
H 4.681416 4.343428 -0.222181 0.635 0.130 0.536 0.180
H 3.356856 2.014448 1.232319 0.464 -0.294 0.706 0.192
H 5.666106 2.749508 2.042129 0.791 -0.101 0.197 0.217
H 6.447516 2.363328 0.457909 -0.428 0.645 -0.322 0.207
H 5.827066 1.092278 1.392919 -0.231 -0.134 0.321 0.203
H 4.018216 0.737258 -0.442061 0.265 -0.143 -0.534 0.367
H 4.893246 1.982528 -1.138481 0.019 -0.537 -0.461 0.355
O -0.592514 1.033108 -2.731191 1.743 0.748 -0.237 -0.720
C 0.594256 1.018348 -1.879991 -2.371 -0.325 1.122 -0.118
C 0.476946 2.303608 -0.992731 -0.587 -1.805 1.364 -0.106
O 0.757566 3.464458 -1.659041 1.203 1.027 -1.155 -0.707
H -0.434814 1.948748 -2.972701 -1.225 0.458 -1.167 0.466
H 0.375876 0.100688 -1.333831 0.770 0.097 0.687 0.176
H 1.524346 0.898738 -2.435631 0.073 0.369 -0.030 0.180
H 1.045236 2.193288 -0.069171 0.652 -0.065 0.048 0.154
H -0.519234 2.527588 -0.611211 -0.476 -1.075 -0.235 0.203
H 1.711016 3.429548 -1.765421 0.369 0.538 -0.435 0.469
```
Positions in Å, forces in eV/Å.

Values from the calculation:
LUMO level	0.3687	eV
relative energy (zero: lowest compared OMol25 entry of this formula, charge and spin)	60.9	kcal per mole
highest occupied orbital energy	-9.33	eV
2S+1	1